Record 1
The ion C4H11N3 with charge +2 in a non-equilibrium geometry, computed with wB97M-V/def2-TZVPD.

Properties
* relative energy (zero: lowest compared OMol25 entry of this formula, charge and spin): 3.550 eV
* LUMO energy: -0.346 Eh
* HOMO: -20.27 eV
* frontier orbital gap: 10.86 eV
* calculated total energy: -8775.5712 eV

Geometry as ORCA input:
```
! wB97M-V def2-TZVPD RIJCOSX def2/J DEFGRID3
* xyz 2 1
C 1.321 -1.814 -0.653
N 0.253 -1.164 -0.313
C -1.076 -1.392 -0.705
C 0.182 0.261 0.841
N 0.735 -0.145 1.985
N -0.218 1.413 0.499
C -0.656 2.206 -0.604
H 1.171 -2.683 -1.345
H 2.299 -1.545 -0.435
H -1.564 -1.973 0.148
H -1.135 -1.967 -1.681
H -1.419 -0.419 -0.810
H 1.070 0.683 2.437
H 1.456 -0.861 1.863
H -0.254 2.190 1.279
H -1.744 2.432 -0.348
H -0.359 1.697 -1.593
H -0.063 3.081 -0.565
*
```

Record 2
The molecule C2H5N3OS in a non-equilibrium geometry, computed with wB97M-V/def2-TZVPD.

Properties
* relative energy (zero: lowest compared OMol25 entry of this formula, charge and spin): 3.588 eV
* LUMO energy: 0.025 Eh
* HOMO: -9.34 eV
* frontier orbital gap: 10.02 eV
* calculated total energy: -19505.3623 eV

Geometry as ORCA input:
```
! wB97M-V def2-TZVPD RIJCOSX def2/J DEFGRID3
* xyz 0 1
H 1.550 1.152 -1.309
N 2.390 0.833 -0.809
C 2.317 -0.152 0.014
N 1.105 -0.781 0.389
S -0.423 -0.767 -0.433
C -1.293 0.459 0.524
N -2.493 0.674 0.287
O -2.922 -0.376 -0.662
H 3.216 -0.559 0.478
H 1.167 -1.456 1.117
H -0.779 1.011 1.330
H -3.837 -0.038 -0.925
*
```

Repeat the second record exactly.
The molecule C2H5N3OS in a non-equilibrium geometry, computed with wB97M-V/def2-TZVPD.

Properties
* relative energy (zero: lowest compared OMol25 entry of this formula, charge and spin): 3.588 eV
* LUMO energy: 0.025 Eh
* HOMO: -9.34 eV
* frontier orbital gap: 10.02 eV
* calculated total energy: -19505.3623 eV

Geometry as ORCA input:
```
! wB97M-V def2-TZVPD RIJCOSX def2/J DEFGRID3
* xyz 0 1
H 1.550 1.152 -1.309
N 2.390 0.833 -0.809
C 2.317 -0.152 0.014
N 1.105 -0.781 0.389
S -0.423 -0.767 -0.433
C -1.293 0.459 0.524
N -2.493 0.674 0.287
O -2.922 -0.376 -0.662
H 3.216 -0.559 0.478
H 1.167 -1.456 1.117
H -0.779 1.011 1.330
H -3.837 -0.038 -0.925
*
```

Q: Which value of calculated total energy does entry 1 give?
A: -8775.5712 eV

Q: relative energy (zero: lowest compared OMol25 entry of this formula, charge and spin) of number 2 (C2H5N3OS)?
A: 3.588 eV